[1]
The following is a DFT calculation (ωB97M-V with the def2-TZVPD basis set) of 2 unconnected molecules or ions with the total composition C3H8OS.

The LUMO energy is 0.11 eV. Its HOMO-LUMO gap is 7.6356 eV. As for the structure (SMILES): C=CO.CS.

```
13
C3H8OS | the OMol25 dataset | ωB97M-V with the def2-TZVPD basis set
C -3.072 -4.317 -1.550
S -2.133 -2.734 -1.112
H -3.706 -4.447 -0.716
H -2.225 -5.126 -1.571
H -3.821 -4.379 -2.422
H -1.288 -3.061 -2.113
C 1.998 3.955 2.055
C 2.535 3.762 0.866
O 2.536 2.522 0.282
H 2.823 3.689 2.702
H 0.957 3.874 2.456
H 3.257 4.368 0.240
H 2.138 1.894 0.883
```

[2]
The following is a DFT calculation (ωB97M-V with the def2-TZVPD basis set) of a single C6H13NO2 molecule.

The LUMO energy is 0.72 eV. Its HOMO-LUMO gap is 10.2958 eV. As for the structure (SMILES): CCC[C@H](N)CC(=O)O.

```
22
C6H13NO2 | the OMol25 dataset | ωB97M-V with the def2-TZVPD basis set
C 2.568 0.465 -1.629
C 1.540 0.924 -0.601
C 0.261 0.090 -0.623
C -0.782 0.573 0.394
C -2.156 -0.122 0.246
C -2.202 -1.288 1.210
O -2.980 -1.393 2.131
N -0.395 0.341 1.788
H 2.861 -0.580 -1.452
H 2.163 0.533 -2.650
H 3.477 1.082 -1.585
H 1.990 0.883 0.403
H 1.281 1.980 -0.782
H -0.176 0.126 -1.635
H 0.528 -0.963 -0.427
H -0.947 1.651 0.251
H -2.950 0.576 0.533
H -2.326 -0.482 -0.780
H 0.308 0.992 2.122
H 0.013 -0.678 1.898
O -1.221 -2.366 1.041
H -0.856 -2.342 0.148
```

[3]
The following is a DFT calculation (ωB97M-V with the def2-TZVPD basis set) of 2 unconnected molecules or ions with the total composition C23H32N8O5.

The LUMO energy is 0.41 eV. Its HOMO-LUMO gap is 7.6594 eV. As for the structure (SMILES): C[C@@H](O)[C@@H](O)[C@H]1CNc2nc(N)[nH]c(=O)c2N1.CNC(=O)[C@H](Cc1c[nH]c2ccccc12)NC(C)=O.

```
68
C23H32N8O5 | the OMol25 dataset | ωB97M-V with the def2-TZVPD basis set
O -0.450 2.544 3.287
O 1.472 -3.800 -2.498
O 2.529 -3.968 1.456
N 1.778 -0.215 1.476
O -1.150 3.560 -3.405
O 0.656 5.271 -0.666
C 0.223 1.717 2.684
C 1.571 -2.648 -2.104
C 1.607 -4.224 0.683
C 1.389 -0.308 2.708
C -1.808 -1.136 -0.852
C 1.379 0.883 0.762
C 0.606 1.898 1.282
C -1.543 -1.949 0.196
C -2.627 -0.608 3.678
C -3.196 0.597 3.226
C -2.045 -1.512 2.767
C -3.182 0.906 1.856
C -2.027 -1.239 1.381
C -2.606 -0.004 0.958
N 1.740 -1.461 3.317
N 0.676 0.637 3.383
N -2.435 0.010 -0.408
N 1.405 -5.502 0.336
N 1.814 0.878 -0.543
N 0.207 3.002 0.492
N 1.236 -2.243 -0.882
C 2.091 -1.578 -3.035
C 0.353 -6.094 -0.490
C -0.774 5.908 -3.187
C 1.654 2.119 -1.329
C -0.894 4.584 -2.433
C 0.402 4.272 -1.665
C 0.353 2.881 -0.982
C -0.797 -3.249 0.113
C 0.715 -3.053 0.225
H -1.917 3.800 -3.954
H 0.921 4.803 0.155
H -1.540 -1.351 -1.879
H -2.639 -0.839 4.735
H -3.628 1.291 3.933
H -1.612 -2.435 3.123
H -3.601 1.836 1.502
H 1.991 -1.390 4.294
H 2.322 -2.058 2.724
H 0.110 0.351 4.166
H -2.714 0.765 -1.015
H 2.100 -6.133 0.703
H 2.703 0.392 -0.629
H -0.603 3.522 0.847
H 1.334 -1.257 -0.673
H 2.331 -2.033 -3.995
H 2.989 -1.139 -2.606
H 1.326 -0.816 -3.167
H 0.608 -7.129 -0.722
H -0.600 -6.079 0.042
H 0.251 -5.556 -1.432
H 0.062 5.875 -3.893
H -0.604 6.732 -2.486
H -1.694 6.117 -3.741
H 1.652 1.880 -2.398
H 2.512 2.772 -1.130
H -1.726 4.642 -1.722
H 1.222 4.295 -2.390
H -0.487 2.291 -1.364
H -1.040 -3.735 -0.833
H -1.134 -3.887 0.930
H 0.782 -2.404 1.089
```

[4]
The following is a DFT calculation (ωB97M-V with the def2-TZVPD basis set) of a single C3H5NOS2 molecule.

The LUMO energy is 0.53 eV. Its HOMO-LUMO gap is 9.8205 eV. As for the structure (SMILES): CSSCN=C=O.

```
12
C3H5NOS2 | the OMol25 dataset | ωB97M-V with the def2-TZVPD basis set
C -1.411 -0.934 -0.355
C 0.515 -1.341 1.232
C 0.112 1.805 -0.851
N -0.670 -1.079 0.556
O -2.329 -0.740 -1.042
S 1.919 -0.218 0.528
S 0.945 0.221 -1.199
H 0.297 -1.279 2.306
H 0.702 -2.494 1.136
H -0.062 2.294 -1.808
H 0.815 2.291 -0.124
H -0.834 1.474 -0.379
```

[5]
The following is a DFT calculation (ωB97M-V with the def2-TZVPD basis set) of a molecular structure, C17H18BrMnN4S.

The LUMO energy (spin up / spin down) is -9.03 / -7.36 eV. As for the spin multiplicity: 5. Its total charge is +2. Its HOMO-LUMO gap (spin up / spin down) is 6.0246 / 8.0162 eV.

```
42
C17H18BrMnN4S | the OMol25 dataset | ωB97M-V with the def2-TZVPD basis set
Mn -0.693 0.585 -0.033
C 4.661 0.841 -1.417
C 3.390 0.037 -1.351
C 3.265 -1.286 -1.794
C 1.984 -1.900 -1.960
C 0.897 -1.171 -1.443
Br -0.964 -1.783 -1.338
N 1.009 0.056 -0.927
C 2.226 0.667 -0.936
H 5.503 0.234 -1.039
H 4.634 1.793 -0.853
H 4.918 1.060 -2.480
H 4.161 -1.784 -2.198
H 1.841 -2.897 -2.391
H 2.236 1.668 -0.563
N -4.065 6.784 -1.394
C -3.482 5.762 -1.246
C -2.845 4.522 -1.124
C -3.428 3.578 -0.244
C -2.874 2.321 -0.099
C -1.677 2.032 -0.730
C -1.189 2.870 -1.707
C -1.701 4.152 -1.874
H -4.278 3.879 0.342
H -3.370 1.602 0.556
H -0.325 2.613 -2.346
H -1.272 4.813 -2.625
S -0.418 0.597 2.346
C -0.534 -1.182 2.365
N 0.585 -1.946 2.444
C 0.659 -3.371 2.205
C -0.636 -3.940 1.650
C -1.834 -3.308 2.338
N -1.726 -1.857 2.340
H 1.468 -1.404 2.584
H 0.879 -3.908 3.158
H 1.568 -3.534 1.614
H -0.664 -5.013 1.857
H -0.691 -3.734 0.591
H -1.927 -3.652 3.389
H -2.748 -3.502 1.826
H -2.543 -1.292 2.507
```

[6]
The following is a DFT calculation (ωB97M-V with the def2-TZVPD basis set) of 2 unconnected molecules or ions with the total composition C5H13N.

The LUMO energy is 1.01 eV. Its HOMO-LUMO gap is 9.6771 eV. As for the structure (SMILES): C=CN.CCC.

```
19
C5H13N | the OMol25 dataset | ωB97M-V with the def2-TZVPD basis set
C 1.817 -0.498 -0.439
C 2.384 0.729 0.290
C 1.761 0.872 1.668
H 0.801 -0.334 -0.795
H 2.343 -0.693 -1.378
H 1.801 -1.415 0.148
H 3.467 0.606 0.302
H 2.141 1.566 -0.365
H 1.832 1.907 2.019
H 2.180 0.250 2.456
H 0.683 0.716 1.589
C -3.262 -1.068 -1.452
C -3.008 -0.197 -0.473
N -1.775 0.364 -0.027
H -2.718 -1.138 -2.388
H -4.047 -1.801 -1.303
H -3.832 0.048 0.194
H -1.112 0.299 -0.791
H -1.457 -0.213 0.743
```

[7]
The following is a DFT calculation (ωB97M-V with the def2-TZVPD basis set) of a molecular structure, C5H8N2.

The LUMO energy is 0.73 eV. Its HOMO-LUMO gap is 8.8109 eV.

```
15
C5H8N2 | the OMol25 dataset | ωB97M-V with the def2-TZVPD basis set
C 1.314 -0.011 -0.952
C -0.645 -0.403 -1.401
C -0.952 -1.392 -0.351
N 0.079 -0.547 0.244
C -0.443 0.435 1.206
C 0.431 1.618 1.371
N 1.075 2.561 1.543
H 1.716 -0.916 -1.405
H 1.966 0.332 -0.137
H 1.238 0.802 -1.684
H -1.261 0.507 -1.265
H -1.899 -1.297 0.193
H -0.651 -2.436 -0.490
H -1.449 0.804 0.938
H -0.518 -0.058 2.189
```

[8]
The following is a DFT calculation (ωB97M-V with the def2-TZVPD basis set) of 2 unconnected molecules or ions with the total composition Cl2FH.

The LUMO energy is -1.01 eV. Its HOMO-LUMO gap is 9.9504 eV. As for the structure (SMILES): ClCl.F.

```
4
Cl2FH | the OMol25 dataset | ωB97M-V with the def2-TZVPD basis set
H -1.284 0.878 -0.905
F -0.539 1.399 -1.105
Cl 1.135 -1.241 1.972
Cl 0.687 -1.035 0.038
```

| no. | largest force on an atom (eV/Å) |
| --- | --- |
| 1 | 4.063 |
| 2 | 2.949 |
| 3 | 3.070 |
| 4 | 2.531 |
| 5 | 5.427 |
| 6 | 1.605 |
| 7 | 0.891 |
| 8 | 0.381 |